[1]
The following is a quantum chemistry calculation of a cluster of 8 separate species, C19H35BCl14O6P in total, from the OMol25 dataset.

Structure (XYZ):
```
76
C19H35BCl14O6P | the OMol25 dataset | ωB97M-V with the def2-TZVPD basis set
C -1.46 2.99 1.01
C -1.18 2.14 0.19
P -0.70 0.78 -1.06
C -1.13 1.85 -2.54
C -2.15 2.70 -2.58
C 1.07 1.49 -0.97
C 2.22 0.61 -1.49
C 2.37 -0.72 -0.75
C 2.20 0.40 -3.02
O -0.42 -0.23 0.35
C -1.44 -1.13 0.63
C -2.51 -1.07 -0.49
C -2.56 -2.29 -1.46
C -1.48 -2.39 -2.50
O -1.37 -1.70 -3.48
O -0.58 -3.37 -2.24
B -4.00 -0.99 0.11
O -4.66 -2.20 0.43
O -4.64 0.20 0.29
O -2.33 0.17 -1.11
H -1.47 3.63 1.86
H -0.20 -0.31 -1.84
H -0.54 1.76 -3.45
H -2.37 3.30 -3.46
H -2.81 2.84 -1.73
H 1.09 2.47 -1.46
H 1.25 1.67 0.09
H 3.14 1.17 -1.28
H 1.63 -1.46 -1.05
H 2.26 -0.56 0.32
H 3.38 -1.11 -0.91
H 1.18 0.35 -3.40
H 2.73 1.21 -3.53
H 2.67 -0.55 -3.27
H -1.04 -2.13 0.81
H -1.93 -0.77 1.55
H -2.52 -3.18 -0.84
H -3.49 -2.26 -2.04
H 0.07 -3.31 -2.95
H -5.34 -2.42 -0.20
H -5.16 0.46 -0.48
C 5.56 -0.93 1.87
Cl 6.38 0.00 0.61
Cl 5.81 -2.68 1.68
H 5.96 -0.64 2.83
H 4.50 -0.73 1.80
C 2.63 3.26 2.12
Cl 3.43 4.13 0.80
Cl 2.93 1.52 2.03
H 3.02 3.64 3.06
H 1.56 3.42 2.04
C -2.90 -5.23 1.94
Cl -2.62 -4.00 3.17
Cl -1.96 -4.92 0.47
H -2.61 -6.19 2.34
H -3.96 -5.21 1.67
C 7.09 -5.86 0.58
Cl 8.49 -6.94 0.42
Cl 6.22 -5.66 -0.94
H 6.41 -6.29 1.31
H 7.44 -4.89 0.90
C -4.19 6.38 -0.28
Cl -3.88 7.99 0.42
Cl -3.04 5.16 0.25
H -5.19 6.07 0.02
H -4.14 6.47 -1.36
C -7.08 2.03 -2.39
Cl -6.32 3.29 -1.42
Cl -6.06 0.60 -2.54
H -8.01 1.74 -1.92
H -7.26 2.42 -3.39
C 4.78 0.79 6.12
Cl 6.21 0.24 5.22
Cl 3.69 1.70 5.08
H 4.25 -0.08 6.49
H 5.11 1.42 6.94
```

Output
total charge = -1
maximum force = 0.9 eV/Å
E = -217835.104 eV

[2]
The following is a quantum chemistry calculation of a structure of composition C19H35I2O2P2Pm in a non-equilibrium geometry, from the OMol25 dataset.

Structure (XYZ):
```
61
C19H35I2O2P2Pm | the OMol25 dataset | ωB97M-V with the def2-TZVPD basis set
I 4.05 3.56 -6.35
I 6.16 2.59 -4.94
Pm 0.79 0.65 -1.18
P 1.09 2.94 0.02
C 2.09 4.26 -0.65
C -0.65 3.52 0.24
H -0.63 4.37 0.94
H 1.58 3.44 2.35
H -1.29 2.72 0.65
H 1.07 1.72 2.18
H 1.73 4.52 -1.66
H -1.06 3.81 -0.74
C 1.66 2.53 1.73
H 2.04 5.12 0.04
H 2.70 2.18 1.68
H 3.13 3.90 -0.76
P 0.81 -1.49 -2.63
C 1.73 -1.60 -4.15
C 1.32 -2.83 -1.48
H -1.58 -1.70 -2.00
H -1.08 -2.79 -3.35
H -1.36 -1.02 -3.63
C -0.98 -1.78 -2.93
H 0.77 -2.77 -0.52
H 1.12 -3.80 -1.96
H 1.55 -2.61 -4.57
H 2.80 -1.43 -3.94
H 2.39 -2.72 -1.25
H 1.39 -0.80 -4.83
C 2.34 1.59 -2.88
O 3.05 2.03 -3.68
C 1.76 -2.53 3.10
C 1.27 -1.17 2.59
C 2.13 -0.83 1.36
C -0.27 -1.12 2.50
C -0.97 -1.50 3.65
C -2.37 -1.52 3.64
C -3.15 -1.11 2.53
C -2.45 -0.67 1.39
C -3.26 -0.16 0.17
C -4.13 -1.28 -0.41
C -4.12 1.05 0.54
C -1.04 -0.67 1.40
O -0.42 -0.16 0.34
H 1.52 -3.31 2.37
H 1.29 -2.78 4.05
H 2.85 -2.51 3.24
H 1.55 -0.41 3.34
H 2.18 -1.66 0.63
H 1.89 0.16 0.94
H 3.17 -0.70 1.71
H -0.38 -1.81 4.52
H -2.89 -1.86 4.53
H -4.24 -1.12 2.50
H -2.55 0.16 -0.62
H -4.85 -1.62 0.34
H -4.69 -0.93 -1.29
H -3.52 -2.14 -0.71
H -3.49 1.87 0.92
H -4.68 1.42 -0.33
H -4.84 0.78 1.32
```

Output
total charge = +2
multiplicity = 5
maximum force = 6.2 eV/Å
E = -75684.304 eV

[3]
The following is a quantum chemistry calculation of a structure of composition C19H35IrNO2P2 in a non-equilibrium geometry, from the OMol25 dataset.

Structure (XYZ):
```
60
C19H35IrNO2P2 | the OMol25 dataset | ωB97M-V with the def2-TZVPD basis set
P 0.03 -2.22 -2.05
P 0.26 1.73 -2.02
C -0.38 -0.92 -3.24
C 0.46 0.38 -3.30
H -1.46 -0.69 -3.17
H -0.23 -1.42 -4.22
H 1.54 0.16 -3.37
H 0.21 0.88 -4.25
C -1.18 2.58 -2.77
H -1.57 3.37 -2.12
H -2.01 1.90 -3.01
H -0.87 3.08 -3.70
C 1.59 2.86 -2.54
H 1.35 3.30 -3.51
H 2.54 2.32 -2.63
H 1.71 3.68 -1.81
C -1.25 -3.49 -2.39
H -1.24 -4.25 -1.60
H -1.06 -3.96 -3.36
H -2.24 -3.01 -2.41
C 1.59 -3.06 -2.41
H 2.41 -2.34 -2.56
H 1.50 -3.68 -3.31
H 1.86 -3.72 -1.57
Ir 1.59 -0.87 3.62
C 0.07 1.92 -0.24
C -1.31 1.62 0.13
C -2.04 0.54 -0.51
C -1.97 -0.85 0.20
C -1.03 -1.80 -0.45
C 0.45 -1.52 -0.50
C 1.43 -0.30 -0.43
C 1.14 0.95 0.40
C 1.10 -2.69 3.41
H 0.34 2.96 0.00
H -1.67 2.04 1.05
H -1.61 0.37 -1.52
H -3.10 0.83 -0.58
H -1.74 -0.73 1.28
H -2.99 -1.30 0.19
H -1.19 -2.78 0.02
H 1.00 -2.28 0.08
H 1.86 -0.02 -1.41
H 2.35 -0.73 0.02
H 0.81 0.64 1.40
H 2.09 1.52 0.50
H 1.83 -3.30 3.96
H 1.10 -2.99 2.34
H 0.08 -2.90 3.80
O 2.28 0.90 4.10
C 1.08 1.35 4.21
C 0.41 2.33 5.10
C -1.08 1.94 4.95
C -1.14 0.85 3.89
O -2.11 0.28 3.41
N 0.22 0.60 3.51
H 0.77 2.24 6.14
H 0.60 3.35 4.74
H -1.49 1.54 5.89
H -1.70 2.79 4.64
```

Output
ΔE to the lowest compared entry with this formula, charge and spin = 1.5146 eV
total charge = +2
multiplicity = 6
maximum force = 5.0 eV/Å
E = -47248.607 eV